Record 1
{"formula": "C30H40N5O7ReS2", "method": "ωB97M-V/def2-TZVPD", "symbols": ["Re", "S", "C", "C", "C", "C", "C", "C", "N", "C", "C", "C", "C", "C", "C", "C", "H", "H", "H", "H", "H", "H", "H", "H", "O", "C", "O", "C", "N", "C", "C", "C", "H", "H", "H", "H", "H", "H", "H", "H", "H", "C", "C", "S", "O", "O", "C", "C", "N", "C", "N", "C", "C", "N", "O", "O", "C", "H", "H", "H", "H", "H", "H", "H", "H", "H", "H", "H", "H", "H", "C", "C", "O", "C", "C", "H", "H", "H", "H", "H", "H", "H", "H", "H", "H"], "coordinates": [[0.32481, 1.05021, 0.13754], [-1.95776, -1.63505, 2.92217], [-0.27378, -1.90066, 3.28565], [0.28105, -2.77628, 4.21562], [1.65705, -2.80630, 4.32106], [2.46747, -1.98244, 3.52875], [1.91859, -1.11197, 2.60882], [0.53087, -1.08195, 2.48961], [-0.21943, -0.28898, 1.62255], [-1.52526, -0.48436, 1.75336], [-2.38269, 0.30084, 0.87941], [-3.76713, 0.26510, 0.86705], [-4.45891, 1.07556, -0.02626], [-3.77177, 1.92085, -0.88992], [-2.38207, 1.96537, -0.88812], [-1.67648, 1.14251, -0.01182], [-0.34019, -3.41027, 4.83310], [2.11883, -3.47601, 5.03307], [3.54151, -2.02845, 3.64516], [2.55270, -0.46582, 2.01285], [-4.30971, -0.38408, 1.54356], [-5.53979, 1.05130, -0.04356], [-4.32259, 2.55303, -1.57346], [-1.86930, 2.63099, -1.56790], [-1.04979, 3.81803, 1.67146], [-0.00915, 3.37474, 2.10198], [0.70421, 2.43219, 1.53332], [0.60211, 3.90296, 3.39769], [-0.39462, 4.86850, 3.99706], [0.33280, 6.15949, 4.30805], [1.40319, 6.19268, 3.23449], [1.88003, 4.73995, 3.18032], [0.76405, 3.07615, 4.08693], [-0.87134, 4.48886, 4.81443], [-1.10937, 5.01434, 3.26664], [0.75827, 6.05907, 5.30533], [-0.37967, 6.97994, 4.29631], [2.20329, 6.88420, 3.48755], [0.97499, 6.50841, 2.28087], [2.59017, 4.53648, 3.98045], [2.36220, 4.48482, 2.23988], [-2.69871, -7.83885, -2.72889], [-1.41574, -7.20140, -2.20581], [-1.23704, -5.58094, -2.90516], [-1.03435, -5.66781, -4.32317], [-2.26570, -4.70120, -2.39139], [0.28566, -4.89730, -2.21788], [0.53137, -3.63737, -3.04759], [0.94762, -2.48410, -2.22171], [0.10214, -1.55117, -1.75168], [0.79925, -0.60928, -1.07811], [2.13039, -0.98612, -1.11043], [2.21354, -2.13179, -1.81352], [3.42666, -2.88818, -2.06736], [3.30949, -3.97202, -2.58810], [4.44541, -2.34360, -1.71562], [-1.37521, -1.59558, -1.89787], [-2.79530, -8.83584, -2.30349], [-2.67003, -7.93004, -3.81282], [-3.57029, -7.25371, -2.44171], [-0.52955, -7.76086, -2.50790], [-1.42731, -7.07771, -1.12225], [1.11534, -5.59627, -2.27303], [0.05572, -4.65408, -1.17983], [-0.39648, -3.32660, -3.51859], [1.26098, -3.79956, -3.83277], [2.93850, -0.43026, -0.66106], [-1.68325, -2.03664, -2.84207], [-1.79330, -0.59541, -1.83033], [-1.80920, -2.21432, -1.10806], [0.05016, 1.87394, -3.64459], [1.25842, 1.98415, -2.75494], [0.87782, 2.37841, -1.37511], [0.76647, 3.84927, -1.22740], [2.10823, 4.45422, -0.90193], [0.36469, 1.59512, -4.65006], [-0.47794, 2.82462, -3.72724], [-0.64882, 1.11943, -3.27672], [1.96846, 2.73339, -3.10036], [1.79355, 1.04500, -2.65455], [0.02443, 4.00882, -0.44505], [0.35939, 4.21895, -2.16751], [2.51693, 4.02991, 0.01445], [1.98741, 5.53005, -0.76995], [2.83282, 4.30879, -1.70189]], "e_homo_ev": [-16.52, -16.64], "charge": 3, "molar_mass_da": 833.019, "multiplicity": 4, "homo_lumo_gap_ha": [0.2890, 0.2430], "total_energy_ev": -77316.41325}

---

Record 2
{"formula": "C30H40N5PbS3SeSi", "method": "ωB97M-V/def2-TZVPD", "symbols": ["Pb", "C", "C", "S", "C", "C", "S", "C", "C", "S", "H", "H", "H", "H", "H", "H", "H", "H", "H", "H", "H", "H", "N", "C", "N", "C", "C", "C", "C", "C", "C", "H", "H", "H", "H", "H", "H", "C", "N", "C", "Se", "N", "C", "C", "C", "C", "C", "C", "H", "H", "H", "H", "H", "H", "H", "H", "C", "Si", "C", "C", "N", "C", "C", "C", "C", "C", "C", "H", "H", "H", "H", "H", "H", "H", "H", "H", "H", "H", "H", "H", "H"], "coordinates": [[-1.59772, 1.49014, -0.15015], [-3.22452, 4.35664, -1.68745], [-3.28972, 4.79264, -0.24065], [-2.07642, 3.97264, 0.89715], [-3.15672, 3.48514, 2.31115], [-4.37992, 2.64954, 2.00695], [-4.07512, 1.09494, 1.04295], [-5.32122, 1.19794, -0.30355], [-5.19912, 2.30384, -1.33665], [-3.51462, 2.57244, -2.02895], [-2.24702, 4.55404, -2.13055], [-3.97702, 4.89734, -2.26495], [-4.28402, 4.65614, 0.18085], [-3.04602, 5.85534, -0.19055], [-3.45922, 4.42104, 2.78735], [-2.48902, 2.95614, 2.98925], [-4.79712, 2.31404, 2.95995], [-5.14972, 3.20824, 1.48305], [-6.29152, 1.26844, 0.19155], [-5.25932, 0.21604, -0.77165], [-5.55932, 3.26094, -0.96455], [-5.81932, 2.02154, -2.18975], [-0.82632, -0.15786, 4.05265], [-1.47132, -0.06206, 2.88765], [-0.95662, 0.85744, 2.09165], [0.11908, 1.39144, 2.78035], [1.03968, 2.36914, 2.42185], [2.00438, 2.69954, 3.34935], [2.04008, 2.10944, 4.61795], [1.14178, 1.13034, 4.98565], [0.19688, 0.76164, 4.03855], [-1.05232, -0.78566, 4.81145], [-2.33132, -0.65006, 2.63425], [0.99908, 2.84894, 1.45525], [2.74298, 3.44504, 3.10125], [2.79078, 2.43034, 5.32225], [1.15188, 0.68964, 5.96835], [3.06418, -3.35786, -1.86335], [1.72178, -3.86126, -1.74215], [0.57738, -3.19926, -1.91855], [0.19288, -1.38776, -2.33645], [-0.45912, -4.04426, -1.74595], [0.01998, -5.30346, -1.44955], [-0.61722, -6.50416, -1.16985], [0.19828, -7.57336, -0.85245], [1.59228, -7.45506, -0.83285], [2.23158, -6.26516, -1.12345], [1.42028, -5.17946, -1.42845], [3.05578, -2.38726, -2.35405], [3.65638, -4.05406, -2.45895], [3.51828, -3.25956, -0.87465], [-1.43082, -3.80846, -1.88085], [-1.69222, -6.59136, -1.19975], [-0.25042, -8.52556, -0.61725], [2.18778, -8.31926, -0.58475], [3.30648, -6.18706, -1.11415], [4.01648, 0.93794, -3.13805], [2.15558, 0.94514, -2.79995], [1.16088, 0.74694, -4.40465], [1.54558, 2.46374, -1.80105], [1.66518, -0.44566, -1.72955], [2.00628, -0.51586, -0.36985], [1.25068, -1.23246, 0.55375], [1.66628, -1.36476, 1.86655], [2.83658, -0.76966, 2.29575], [3.59038, -0.03906, 1.39215], [3.18698, 0.08324, 0.07685], [4.19708, 1.19764, -4.17605], [4.48558, -0.02386, -2.95745], [4.53978, 1.67864, -2.54195], [1.36508, 1.57614, -5.07485], [0.08328, 0.71534, -4.24275], [1.43848, -0.16086, -4.93595], [1.93798, 3.38374, -2.22225], [1.88288, 2.40424, -0.77035], [0.45218, 2.54104, -1.79845], [0.31968, -1.70006, 0.25205], [1.07598, -1.96056, 2.54575], [3.15288, -0.86896, 3.31955], [4.51408, 0.41914, 1.71055], [3.80598, 0.62984, -0.61195]], "e_homo_ev": -15.17, "charge": 3, "molar_mass_da": 881.132, "homo_lumo_gap_ha": 0.2515, "total_energy_ev": -150166.89042}